Arrangement i

Density functional theory data (ωB97M-V/def2-TZVPD) for a cluster of 2 separate species, C8H19NO in total.

Values from the calculation:
Orbital gap (eV): 8.676
HOMO level (eV): -7.87

XYZ file:
```
29
C8H19NO ωB97M-V/def2-TZVPD
C 1.01356 -1.08959 -1.38031
C 0.08910 -0.12154 -1.09670
C -0.97752 0.18034 -2.12849
C 0.81896 1.32018 -0.53639
C 0.65447 1.62318 0.94943
C 2.26575 1.59399 -0.93222
H 0.79335 -1.82820 -2.14712
H 1.82985 -1.35214 -0.71567
H -1.77087 0.80916 -1.71663
H -0.57632 0.67373 -3.01804
H -1.44922 -0.74574 -2.47106
H 0.23708 2.08262 -1.06430
H 0.99313 2.63903 1.18628
H -0.39371 1.65145 1.24989
H 1.26190 0.96184 1.57540
H 2.42101 1.47060 -2.00667
H 2.53232 2.63347 -0.70572
H 2.95963 0.95920 -0.37130
C -0.02047 -1.58480 1.94422
N -1.25593 -1.37898 1.23991
C -2.18697 -0.30263 1.46995
O -1.42702 -2.07159 -0.13886
H -0.04640 -1.13181 2.93968
H 0.17823 -2.65865 2.02677
H 0.81787 -1.20653 1.36075
H -2.07252 0.46792 0.70293
H -3.21294 -0.66376 1.33788
H -2.06503 0.10527 2.47850
H -1.41128 -3.03600 -0.03212
```


Arrangement ii

Density functional theory data (ωB97M-V/def2-TZVPD) for a cluster of 2 separate species, C8H19NO in total.

Values from the calculation:
Orbital gap (eV): 10.314
HOMO level (eV): -9.67

XYZ file:
```
29
C8H19NO ωB97M-V/def2-TZVPD
C -0.78124 -3.32509 0.13440
C -0.46656 -1.81395 0.28355
C 1.02119 -1.62133 -0.10844
C -0.64452 -1.54182 1.66156
C -1.33976 -0.97861 -0.67304
H -0.69611 -3.55357 -0.92163
H 0.01611 -3.78453 0.66159
H -1.82428 -3.54176 0.37959
H 1.29771 -0.63032 0.27214
H 1.73349 -2.41425 0.34509
H 1.41831 -1.65239 -1.20718
H -0.47513 -0.49577 1.95191
H -0.11368 -2.16881 2.48770
H -1.85085 -1.47851 1.88271
H -2.37367 -1.14557 -0.50935
H -1.26919 0.08360 -0.53426
H -0.98040 -1.19742 -1.76259
C 0.27449 1.86685 -2.05028
N 0.68834 2.82830 -1.01153
C 0.45594 2.42414 0.25090
C 0.93922 3.31416 1.35245
O -0.33272 1.45618 0.36050
H -0.62549 1.22356 -1.77446
H 0.04430 2.55206 -2.92178
H 1.24973 1.36764 -2.33006
H 1.53143 3.47395 -1.23390
H 1.73144 4.06064 1.04739
H 1.31341 2.63114 2.17746
H 0.05847 4.06147 1.78955
```


Arrangement iii

Density functional theory data (ωB97M-V/def2-TZVPD) for a cluster of 2 separate species, C8H19NO in total.

Values from the calculation:
Orbital gap (eV): 10.647
HOMO level (eV): -9.86

XYZ file:
```
29
C8H19NO ωB97M-V/def2-TZVPD
C 1.41799 -2.71350 -1.56416
N 1.64711 -1.32651 -0.91309
C 1.55271 -1.06995 0.45225
C 2.36441 0.09526 0.84691
O 1.05288 -1.69551 1.33807
H 1.07065 -3.49900 -0.69206
H 0.54539 -2.85009 -2.33001
H 2.38509 -3.06458 -2.08747
H 2.50991 -0.77596 -1.24336
H 2.59419 0.76776 0.02800
H 3.33633 -0.21579 1.38194
H 1.80065 0.76558 1.57447
C -0.83911 2.47963 2.09602
C -1.37370 1.15223 1.64141
C -1.35186 1.18971 0.11142
C -1.69520 -0.13239 -0.58613
C -1.41105 -0.20667 -2.00446
H 0.08320 2.81127 1.43371
H -1.61855 3.30368 1.89629
H -0.60406 2.45141 3.22542
H -2.35575 1.22193 1.95605
H -0.76401 0.33054 1.88188
H -2.12325 1.95412 -0.25920
H -0.26457 1.36113 -0.22159
H -2.73235 -0.59242 -0.36225
H -1.11206 -0.89636 -0.18607
H -0.39193 -0.28446 -2.34248
H -1.87190 -1.12725 -2.34158
H -1.85118 0.56619 -2.72993
```


Relative energies with respect to the most stable structure, expressed in hartree: arrangement i 0.1086; arrangement ii 0.0024; arrangement iii 0.0000.


Arrangement i

Density functional theory data (ωB97M-V/def2-TZVPD) for a cluster of 2 separate species, C2H8NOP in total.

Values from the calculation:
Orbital gap (eV): 10.287
HOMO level (eV): -9.35

XYZ file:
```
13
C2H8NOP ωB97M-V/def2-TZVPD
C -1.17195 -0.94888 -2.13056
C -0.71289 -1.80073 -1.23918
H -0.94440 0.10311 -2.07235
H -1.79212 -1.25694 -2.95729
H -0.93228 -2.85417 -1.27986
H -0.09938 -1.47247 -0.41625
N 0.52388 1.24407 0.27585
P 0.17317 0.76418 1.85450
O 1.43245 1.43606 2.70933
H 1.51287 1.33116 0.06611
H 0.01784 2.05591 -0.04936
H 0.82412 -0.47657 1.72250
H 1.16868 1.87527 3.51655
```


Arrangement ii

Density functional theory data (ωB97M-V/def2-TZVPD) for the molecule C2H8NOP.

Values from the calculation:
Orbital gap (eV): 10.489
HOMO level (eV): -9.59

XYZ file:
```
13
C2H8NOP ωB97M-V/def2-TZVPD
C 1.52846 -0.18265 -0.56522
C 0.77480 0.16774 0.73526
N -0.61586 -0.21831 0.66779
P -1.80725 0.25857 -0.31440
O -3.08945 -0.28944 0.16609
H 1.53215 0.56963 -1.38313
H 2.50035 -0.44391 -0.17085
H 1.08732 -1.12719 -0.99656
H 1.17197 -0.40400 1.61252
H 0.78865 1.20314 0.75450
H -0.97946 -0.82463 1.39659
H -1.45784 1.68864 -0.52705
H -1.43385 -0.39761 -1.37554
```


Relative energies with respect to the most stable structure, expressed in hartree: arrangement i 0.0000; arrangement ii 0.0037.


Arrangement i

Density functional theory data (ωB97M-V/def2-TZVPD) for the molecule C4H4O3.

Values from the calculation:
Orbital gap (eV): 8.656
HOMO level (eV): -8.15

XYZ file:
```
11
C4H4O3 ωB97M-V/def2-TZVPD
C 0.94842 -1.26595 -2.23252
C 0.20217 -0.87448 -1.36342
O -0.91339 -0.35438 -0.84070
C -0.65787 0.41755 0.25716
O -1.77472 0.75586 0.94459
C 0.59257 0.45153 0.76343
O 0.86898 0.85425 2.04345
H 1.75008 -1.72978 -2.73278
H -2.54639 0.44388 0.45448
H 1.47556 0.47963 0.14537
H 0.05459 0.82189 2.56093
```


Arrangement ii

Density functional theory data (ωB97M-V/def2-TZVPD) for the molecule C4H4O3.

Values from the calculation:
Orbital gap (eV): 8.101
HOMO level (eV): -8.57

XYZ file:
```
11
C4H4O3 ωB97M-V/def2-TZVPD
O 2.21510 1.67179 -0.07235
C 0.82754 1.58200 0.21219
C 0.59189 0.18815 -0.48174
O 0.74156 -0.94922 0.26764
C -0.61483 -1.46742 0.57058
C -1.46855 -0.63856 -0.09914
O -0.79082 0.16822 -0.87271
H 0.21972 2.40568 1.03222
H 1.46042 0.42014 -1.34381
H -0.67516 -2.52411 0.82240
H -2.50687 -0.85666 -0.03529
```


Arrangement iii

Density functional theory data (ωB97M-V/def2-TZVPD) for the molecule C4H4O3.

Values from the calculation:
Orbital gap (eV): 9.898
HOMO level (eV): -9.59

XYZ file:
```
11
C4H4O3 ωB97M-V/def2-TZVPD
O 2.08247 -1.22379 -1.30434
C 1.21726 -0.70011 -0.77855
C 0.10045 -0.27499 -0.25183
C -1.01536 -1.15976 -0.52117
O -0.85436 -2.34508 -0.80999
C -0.14673 1.05681 0.42891
O 0.93812 1.59691 1.10844
H -2.10478 -0.87120 -0.56462
H -0.40795 1.75221 -0.29465
H -1.06286 1.03677 1.09612
H 1.25373 1.13223 1.89169
```


Arrangement iv

Density functional theory data (ωB97M-V/def2-TZVPD) for the molecule C4H4O3.

Values from the calculation:
Orbital gap (eV): 8.846
HOMO level (eV): -9.77

XYZ file:
```
11
C4H4O3 ωB97M-V/def2-TZVPD
C 1.50590 0.43633 -0.08568
C 0.15763 0.78046 0.46736
O -0.28661 1.89442 0.62672
C -0.81525 -0.37971 0.69594
O -1.08658 -0.88005 1.76048
C -1.49279 -0.84187 -0.59479
O -0.92383 -0.74596 -1.65537
H 2.04665 -0.25667 0.56841
H 2.08785 1.34292 -0.26124
H 1.31110 -0.07900 -1.03410
H -2.50406 -1.27090 -0.48774
```


Relative energies with respect to the most stable structure, expressed in hartree: arrangement i 0.1079; arrangement ii 0.1669; arrangement iii 0.0207; arrangement iv 0.0000.